(1)
Formula: C3H6N2OS
Source: the Open Molecules 2025 dataset
Level of theory: the ωB97M-V functional and the def2-TZVPD basis

CARTESIAN COORDINATES (ANGSTROEM)
C 0.0877 -1.6016 -0.8362
C -0.8225 0.6115 -0.8027
C -0.0258 0.4678 1.5216
H -0.4860 -2.5488 -1.8411
H -0.0263 -1.9849 0.7079
H 1.4684 -1.2951 -1.1146
H -1.4884 1.4548 -1.2279
H 0.9015 3.0018 0.0245
H 1.0051 0.3847 2.1254
N -0.7869 -0.5367 -1.2722
N -0.0388 1.0851 0.4015
O 1.2128 1.7944 0.2392
S -1.0009 -0.8328 2.0746

Atoms 1-3, force components in eV/Å:
1.063 -2.425 -1.598
-0.429 2.687 0.465
1.852 -4.535 3.999

Its spin multiplicity is 1. The gap between HOMO and LUMO is 0.288 Eh. The value obtained for the molecular weight is 118.16 g/mol. The value obtained for the LUMO energy is -0.019 Eh. As for the HOMO energy: -0.308 Eh.

Here are the Löwdin charges for atoms 1 to 4, given in e: C -0.2487; C -0.1812; C -0.6536; H 0.1436

---

(2)
Formula: C3H6N2OS
Source: the Open Molecules 2025 dataset
Level of theory: the ωB97M-V functional and the def2-TZVPD basis

CARTESIAN COORDINATES (ANGSTROEM)
C 2.3854 -2.0361 -1.2119
C 0.2390 -0.2160 0.0154
C -0.8432 0.6912 0.5249
H 2.6417 -1.4237 -2.2633
H 3.1164 -3.0437 -1.2206
H 2.9420 -1.4852 -0.4882
H 0.7231 -3.4243 -1.2263
H 0.8633 0.3620 -0.6696
H -1.7685 2.8080 1.4402
N 1.0404 -2.3728 -0.6519
N 0.1360 -1.5174 -0.1386
O -1.7253 0.1304 1.1739
S -0.8523 2.6101 0.2875

Atoms 1-3, force components in eV/Å:
2.516 -1.037 -1.538
1.189 0.049 -3.022
-2.421 -2.479 2.365

Its spin multiplicity is 1. The SMILES is CN/N=C/C(=O)S. The gap between HOMO and LUMO is 0.327 Eh. The value obtained for the molecular weight is 118.16 g/mol. The value obtained for the LUMO energy is -0.006 Eh. As for the HOMO energy: -0.333 Eh.

Here are the Löwdin charges for atoms 1 to 4, given in e: C -0.1678; C -0.1598; C -0.6810; H 0.1212

---

(3)
Formula: C3H6N2OS
Source: the Open Molecules 2025 dataset
Level of theory: the ωB97M-V functional and the def2-TZVPD basis

CARTESIAN COORDINATES (ANGSTROEM)
C -0.3957 1.7415 -0.0146
C 1.8055 -0.3976 0.3585
C -1.2288 -1.0495 -0.0735
H -0.8962 1.0309 0.9373
H -0.5980 1.6214 -1.2098
H -0.4963 2.7377 0.4720
H 2.8529 -0.5174 1.0455
H -0.2617 -1.7237 -1.5180
H -2.2664 -1.1318 -0.6038
N 1.2837 -1.3225 -0.2482
N -0.0485 -1.1410 -0.8114
O -1.0937 -1.2077 1.2333
S 1.3431 1.3597 0.4327

Atoms 1-3, force components in eV/Å:
-0.532 -2.094 1.721
2.136 3.601 2.771
1.983 -2.768 6.610

Its spin multiplicity is 1. The SMILES is CS/C=N\NC=O. The gap between HOMO and LUMO is 0.353 Eh. The value obtained for the molecular weight is 118.16 g/mol. The value obtained for the LUMO energy is 0.026 Eh. As for the HOMO energy: -0.327 Eh.

Here are the Löwdin charges for atoms 1 to 4, given in e: C -0.4515; C -0.5168; C -0.2615; H 0.0974